--- w ---
An isolated molecule of C2H11N5. Source: OMol25; level of theory: ωB97M-V/def2-TZVPD.

```
18
C2H11N5, DFT ωB97M-V/def2-TZVPD
N -0.60894 -0.05160 0.16819
N 1.54053 -0.84106 0.83098
H 0.38518 2.81212 -0.82140
C 0.55341 -0.81227 -0.24373
H -2.28437 1.73416 0.42326
H -0.80134 1.90688 -1.54352
C 0.11080 -2.23820 -0.56115
N -0.28570 1.37702 0.33623
H 0.92571 -0.32622 -1.15976
H 1.81090 0.10989 1.05376
H -0.73751 -2.21848 -1.24374
H -0.18019 -2.74286 0.35960
N 0.02445 1.87201 -0.94046
N -1.41296 2.04656 0.86267
H -0.87296 -0.37452 1.09966
H -1.46718 1.87751 1.86218
H 2.37144 -1.34186 0.53679
H 0.92871 -2.78909 -1.01954
```

Values from the calculation:
* E_LUMO: 1.22 eV
* HOMO: -8.397 eV



--- x ---
A cluster of 2 separate species, C2H11N5 in total. Source: OMol25; level of theory: ωB97M-V/def2-TZVPD.

```
18
C2H11N5, DFT ωB97M-V/def2-TZVPD
H 0.68204 -1.37326 -0.86323
N 1.10212 0.31065 0.08539
H -1.96110 1.22696 -0.81957
N -0.26257 -2.63672 0.53799
C -0.95876 1.59949 -0.59198
H 2.13701 1.99706 0.47026
H -0.16002 -1.88911 1.24382
N -0.81324 0.16702 1.39655
H -0.41755 1.75796 -1.52751
N 1.94900 1.36862 -0.31242
C -0.25909 0.60948 0.30734
H -1.05271 2.55969 -0.07734
H 1.45576 -0.24401 0.87117
H 2.67702 1.02998 -0.94156
N -0.12116 -2.13440 -0.80118
H -1.77806 0.50925 1.45841
H -1.01935 -1.88105 -1.21830
H -1.19935 -2.97760 0.78217
```

Values from the calculation:
* E_LUMO: 0.82 eV
* HOMO: -7.370 eV



Which one sits at the bottom of the stability order? x does.



--- w ---
A cluster of 2 separate species, C3H4INS in total. Source: OMol25; level of theory: ωB97M-V/def2-TZVPD.

```
10
C3H4INS, DFT ωB97M-V/def2-TZVPD
H 1.60030 1.92344 1.45226
H 2.42490 -0.33727 -0.65621
C 2.24121 0.35490 0.05103
H -1.22998 0.35431 -1.55309
S -1.46234 -1.89351 1.25781
C -1.48422 -0.05790 -0.63431
N -1.19500 -1.27981 -0.23923
C 1.87598 1.22209 0.77441
H -1.02471 -1.87791 -1.08316
I -1.74614 1.59166 0.63048
```

Values from the calculation:
* E_LUMO (spin up / spin down): -0.40 / -0.40 eV
* HOMO (spin up / spin down): -8.135 / -8.137 eV



--- x ---
An isolated molecule of C3H4INS. Source: OMol25; level of theory: ωB97M-V/def2-TZVPD.

```
10
C3H4INS, DFT ωB97M-V/def2-TZVPD
C 1.54673 -0.28798 0.11225
H -0.84762 -1.46981 -0.31941
H -0.03853 2.45946 0.21213
H 0.97551 -1.15341 0.06817
N 1.06357 0.88351 0.01435
S -1.76235 0.81271 -0.03951
I 3.63340 -0.33427 0.04271
C -0.18131 1.36536 0.09737
H -2.62280 -1.43815 -0.00516
C -1.76660 -0.83743 -0.18290
```

Values from the calculation:
* E_LUMO (spin up / spin down): -0.76 / -0.53 eV
* HOMO (spin up / spin down): -7.957 / -7.745 eV



Which one sits at the bottom of the stability order? w does.